[1]
DFT (ωB97M-V with the def2-TZVPD basis set) results for a single C4H10N2O molecule.

Structure (XYZ):
```
17
Properties=species:S:1:pos:R:3
C -1.361 1.028 1.009
N -0.853 -0.288 0.593
C -0.036 -0.883 1.508
O 0.096 -0.504 2.647
C -0.580 -0.434 -0.846
C 0.732 0.175 -1.319
N 1.877 -0.300 -0.560
H -1.484 1.681 0.146
H -0.665 1.499 1.701
H -2.385 0.937 1.376
H 0.409 -1.808 1.122
H -0.666 -1.481 -1.109
H -1.407 0.096 -1.306
H 0.867 -0.008 -2.394
H 0.712 1.263 -1.257
H 2.064 -1.280 -0.669
H 2.679 0.306 -0.643
```

Properties
orbital gap: 0.3693 hartree
SMILES string: CN(C=O)CCN
HOMO: -9.18 eV


[2]
DFT (ωB97M-V with the def2-TZVPD basis set) results for a single C4H10N2O molecule.

Structure (XYZ):
```
17
Properties=species:S:1:pos:R:3
N 0.755 -0.284 -2.783
C -0.013 0.900 -2.357
C 0.285 1.016 -0.877
N -0.369 -0.049 -0.096
C -0.383 0.218 1.316
C -0.199 -1.006 2.170
O -0.004 -0.996 3.353
H 0.378 -0.555 -3.764
H 0.461 -1.107 -2.230
H -1.088 0.912 -2.424
H 0.425 1.642 -3.068
H 0.083 2.070 -0.614
H 1.399 0.981 -0.848
H -1.331 -0.098 -0.460
H 0.318 0.947 1.701
H -1.330 0.661 1.773
H -0.206 -2.002 1.654
```

Properties
orbital gap: 0.3779 hartree
SMILES string: NCCNCC=O
HOMO: -9.42 eV


[3]
DFT (ωB97M-V with the def2-TZVPD basis set) results for a single C4H10N2O molecule.

Structure (XYZ):
```
17
Properties=species:S:1:pos:R:3
H 1.951 1.099 -0.560
N 1.715 0.391 -1.255
C 0.883 -0.422 -0.713
N 0.393 -0.299 0.553
C -0.553 0.761 0.889
C 0.090 2.134 0.944
O 0.524 -1.506 -1.433
C -0.640 -2.279 -1.115
H 0.062 -1.184 0.915
H -1.390 0.759 0.182
H -0.971 0.535 1.877
H -0.609 2.861 1.370
H 0.996 2.127 1.559
H 0.358 2.490 -0.056
H -0.399 -3.003 -0.332
H -1.473 -1.638 -0.813
H -0.937 -2.825 -2.015
```

Properties
orbital gap: 0.3595 hartree
SMILES string: [H]/N=C(\NCC)OC
HOMO: -9.06 eV


[4]
DFT (ωB97M-V with the def2-TZVPD basis set) results for a single C4H10N2O molecule.

Structure (XYZ):
```
17
Properties=species:S:1:pos:R:3
N -0.713 -2.445 0.820
C -0.282 -1.473 -0.234
C -0.091 0.011 0.389
N 1.236 0.160 1.043
C -0.181 0.948 -0.943
C 0.006 2.442 -0.582
O -0.696 3.130 0.185
H -1.689 -2.450 1.255
H -0.174 -2.771 1.534
H -0.929 -1.441 -1.117
H 0.828 -1.781 -0.436
H -0.816 0.072 1.092
H 1.323 1.063 1.324
H 1.834 0.174 0.226
H -1.090 0.970 -1.639
H 0.588 0.415 -1.671
H 0.847 2.976 -1.246
```

Properties
orbital gap: 0.3469 hartree
SMILES string: NC[C@@H](N)CC=O
HOMO: -8.77 eV


[5]
DFT (ωB97M-V with the def2-TZVPD basis set) results for a single C4H10N2O molecule.

Structure (XYZ):
```
17
Properties=species:S:1:pos:R:3
C 0.901 0.271 -2.050
N 0.474 0.319 -0.681
C 1.465 0.064 0.365
C -0.858 0.345 -0.382
O -1.656 0.842 -1.171
C -1.321 0.216 1.060
N -1.090 -1.062 1.709
H 0.195 0.652 -2.775
H 1.877 0.755 -2.115
H 1.120 -0.759 -2.376
H 1.678 0.891 0.991
H 2.326 -0.359 -0.144
H 1.053 -0.687 1.043
H -0.865 1.040 1.616
H -2.383 0.461 1.029
H -1.574 -1.777 1.204
H -1.343 -1.211 2.675
```

Properties
orbital gap: 0.3592 hartree
SMILES string: CN(C)C(=O)CN
HOMO: -8.92 eV


[6]
DFT (ωB97M-V with the def2-TZVPD basis set) results for a single C4H10N2O molecule.

Structure (XYZ):
```
17
Properties=species:S:1:pos:R:3
C 0.438 1.006 1.763
C -0.289 0.550 0.504
C -1.540 -0.250 0.823
N 0.630 -0.196 -0.350
C 0.367 -0.268 -1.704
N 1.107 -1.231 -2.364
O -0.342 0.543 -2.271
H -0.156 1.778 2.247
H 0.611 0.164 2.440
H 1.427 1.380 1.512
H -0.584 1.435 -0.052
H -1.485 -0.905 1.701
H -1.923 -0.873 0.016
H -2.329 0.454 1.109
H 0.964 -1.055 0.053
H 2.061 -1.335 -2.058
H 1.043 -1.195 -3.367
```

Properties
orbital gap: 0.3888 hartree
SMILES string: CC(C)NC(N)=O
HOMO: -9.68 eV


[7]
DFT (ωB97M-V with the def2-TZVPD basis set) results for a single C4H10N2O molecule.

Structure (XYZ):
```
17
Properties=species:S:1:pos:R:3
C -1.258 -0.181 1.192
C -0.828 -0.033 -0.235
C -1.900 0.327 -1.214
C 0.427 -0.263 -0.641
N 1.473 -0.425 0.268
N 2.649 -0.737 -0.345
O 1.555 0.982 1.025
H -1.362 0.799 1.658
H -2.224 -0.683 1.242
H -0.536 -0.761 1.761
H -2.686 -0.429 -1.208
H -1.507 0.417 -2.224
H -2.356 1.277 -0.933
H 0.712 -0.131 -1.679
H 2.998 -0.020 -0.984
H 3.355 -0.978 0.341
H 1.489 0.839 1.977
```

Properties
orbital gap: 0.3449 hartree
SMILES string: CC(C)=CN(N)O
HOMO: -8.41 eV


[8]
DFT (ωB97M-V with the def2-TZVPD basis set) results for a single C4H10N2O molecule.

Structure (XYZ):
```
17
Properties=species:S:1:pos:R:3
C -0.757 1.891 -0.235
C -0.425 0.392 0.026
C -1.691 -0.400 0.233
N 0.384 -0.016 -1.173
C 1.423 -0.698 -1.020
N 1.877 -1.443 0.048
O 1.698 -1.054 1.384
H -1.038 1.952 -1.307
H 0.115 2.546 -0.130
H -1.487 2.231 0.524
H 0.203 0.337 0.875
H -2.298 0.058 1.027
H -2.322 -0.304 -0.612
H -1.531 -1.459 0.463
H 2.123 -0.871 -1.833
H 2.865 -1.656 -0.035
H 0.858 -1.508 1.764
```

Properties
orbital gap: 0.3628 hartree
SMILES string: CC(C)/N=C\NO
HOMO: -9.16 eV


[9]
DFT (ωB97M-V with the def2-TZVPD basis set) results for a single C4H10N2O molecule.

Structure (XYZ):
```
17
Properties=species:S:1:pos:R:3
C 1.245 -1.306 -0.925
N 0.012 -0.682 -1.412
C -0.670 0.069 -0.388
C -1.118 -0.730 0.820
C 0.153 1.402 -0.093
N 0.014 1.942 1.162
O 0.595 1.996 -1.045
H 1.654 -1.996 -1.643
H 0.987 -2.017 -0.127
H 1.868 -0.593 -0.375
H 0.351 0.015 -2.069
H -1.535 0.585 -0.813
H -0.665 -0.370 1.747
H -2.176 -0.588 1.032
H -0.855 -1.783 0.765
H 0.831 2.389 1.546
H -0.692 1.668 1.819
```

Properties
orbital gap: 0.3546 hartree
SMILES string: CN[C@@H](C)C(N)=O
HOMO: -8.84 eV


[10]
DFT (ωB97M-V with the def2-TZVPD basis set) results for a single C4H10N2O molecule.

Structure (XYZ):
```
17
Properties=species:S:1:pos:R:3
H -2.497 0.217 1.311
N -1.515 -0.054 1.277
C -0.899 0.618 0.367
N -1.560 1.509 -0.450
C 0.697 0.991 0.620
C 1.313 0.254 -0.527
O 0.293 -0.836 -0.906
C 0.458 -2.095 -0.253
H -1.013 1.885 -1.215
H -2.496 1.226 -0.713
H 0.500 1.929 1.156
H 1.544 0.988 1.328
H 1.392 0.861 -1.430
H 2.267 -0.220 -0.288
H 0.234 -2.001 0.811
H 1.487 -2.448 -0.364
H -0.206 -2.824 -0.722
```

Properties
orbital gap: 0.3504 hartree
SMILES string: [H]/N=C(\N)CCOC
HOMO: -8.64 eV


[11]
DFT (ωB97M-V with the def2-TZVPD basis set) results for a molecular structure, C4H10N2O.

Structure (XYZ):
```
17
Properties=species:S:1:pos:R:3
C -0.955 0.576 0.448
N -0.988 -0.396 -0.774
C -2.227 -0.425 -1.395
O -3.283 0.188 -1.120
C 0.334 0.528 1.214
C 1.537 1.260 0.686
N 1.538 -1.838 -0.630
H -1.129 1.509 0.014
H -1.839 0.190 1.066
H 0.498 -1.776 -0.921
H -2.212 -1.267 -2.086
H 0.090 0.607 2.394
H 1.273 0.100 0.362
H 2.355 1.601 1.461
H 1.449 2.190 -0.029
H 1.634 -2.103 0.327
H 1.925 -0.945 -1.017
```

Properties
orbital gap: 0.1931 hartree
HOMO: -8.01 eV


[12]
DFT (ωB97M-V with the def2-TZVPD basis set) results for a single C4H10N2O molecule.

Structure (XYZ):
```
17
Properties=species:S:1:pos:R:3
C 0.339 -2.113 0.898
N 0.503 -0.710 0.505
C 1.796 -0.463 -0.102
C -0.597 0.027 0.111
O -1.623 -0.058 0.760
C -0.536 0.940 -1.102
N -0.327 2.366 -0.798
H 0.910 -2.284 1.810
H -0.713 -2.254 1.139
H 0.630 -2.784 0.089
H 2.645 -0.532 0.578
H 1.808 0.581 -0.423
H 2.002 -1.009 -1.035
H 0.172 0.526 -1.825
H -1.559 0.903 -1.485
H -0.524 2.940 -1.604
H 0.659 2.464 -0.621
```

Properties
orbital gap: 0.3715 hartree
SMILES string: CN(C)C(=O)CN
HOMO: -9.31 eV


[13]
DFT (ωB97M-V with the def2-TZVPD basis set) results for a single C4H10N2O molecule.

Structure (XYZ):
```
17
Properties=species:S:1:pos:R:3
C 2.300 -0.230 0.442
N 1.548 0.531 -0.624
C 0.200 0.542 -0.791
O -0.322 1.078 -1.749
C -0.695 0.003 0.370
C -2.099 0.652 0.158
N -0.563 -1.446 0.068
H 2.656 0.501 1.172
H 1.498 -0.926 0.672
H 3.211 -0.718 0.072
H 2.165 1.026 -1.246
H -0.379 0.130 1.405
H -2.650 -0.009 -0.501
H -2.021 1.657 -0.245
H -2.724 0.776 1.059
H -1.324 -1.854 0.617
H -0.802 -1.712 -0.880
```

Properties
orbital gap: 0.3843 hartree
SMILES string: CNC(=O)[C@@H](C)N
HOMO: -9.44 eV


[14]
DFT (ωB97M-V with the def2-TZVPD basis set) results for a single C4H10N2O molecule.

Structure (XYZ):
```
17
Properties=species:S:1:pos:R:3
C -0.244 -0.512 1.673
C -1.171 -0.063 0.487
C 0.937 -0.777 0.736
C -0.042 -0.618 -0.435
N 0.768 1.714 -0.802
N 0.558 0.629 -1.576
O -0.367 -1.737 -1.066
H -0.067 0.171 2.605
H -0.534 -1.423 2.096
H -2.172 -0.601 0.276
H -1.275 1.008 0.440
H 1.532 0.252 0.632
H 1.633 -1.699 0.621
H 1.730 2.011 -0.882
H 0.088 2.445 -0.840
H -0.190 0.732 -2.341
H -1.184 -1.531 -1.623
```

Properties
orbital gap (spin up / spin down): 0.1055 / 0.3033 hartree
spin multiplicity: 3
⟨S²⟩: 2.006
HOMO (spin up / spin down): -2.62 / -10.92 eV


[15]
DFT (ωB97M-V with the def2-TZVPD basis set) results for a gas-phase ion, C4H10N2O (charge +1).

Structure (XYZ):
```
17
Properties=species:S:1:pos:R:3
O 0.212 1.817 -0.708
C -0.122 0.658 -0.308
N -0.771 0.493 0.951
C -0.342 -0.227 2.110
N 1.085 -0.183 2.363
C -0.120 -0.483 -1.299
C 0.014 -0.168 -2.774
H -1.108 1.412 1.120
H -0.895 0.187 2.925
H -0.563 -1.288 1.920
H 1.349 -0.397 3.319
H 1.679 0.560 1.954
H -1.088 -0.956 -1.136
H 0.657 -1.233 -0.999
H 0.935 0.354 -3.058
H -0.168 -1.145 -3.319
H -0.756 0.598 -3.062
```

Properties
orbital gap (spin up / spin down): 0.3792 / 0.1757 hartree
spin multiplicity: 2
⟨S²⟩: 0.754
HOMO (spin up / spin down): -14.16 / -14.14 eV
charge: +1


Quick rundown of energy relative to the best compared isomer or geometry (same formula, charge and spin), same order as above: 32.11; 60.12; 44.35; 83.08; 36.67; 3.44; 94.44; 83.89; 38.06; 124.21; 195.64; 37.63; 37.09; 83.22; 47.07 kcal/mol
Quick rundown of F_max, same order as above: 0.0231; 0.0734; 0.0413; 0.0949; 0.0457; 0.0272; 0.0413; 0.0506; 0.0475; 0.0970; 0.1263; 0.0324; 0.0445; 0.0713; 0.0949 hartree/bohr